Entry 1:
Here is a structure of composition C26H17BrF6N3O7ReS2 from OMol25. Energies are from ωB97M-V/def2-TZVPD.

Output
Spin multiplicity: 2
Energy above the lowest of the compared OMol25 structures with the same formula, charge and spin, kcal per mole: 10.5
<S²>: 0.757
Maximum force, eV/Å: 0.14
LUMO energy (alpha / beta), eV: -4.494 / -4.302
Net charge: +1
Kohn-Sham gap (alpha / beta), Eh: 0.2486 / 0.2629

Cartesian coordinates (Å):
Re -0.9012 0.1591 0.0427
Br -0.2543 -6.6451 2.4695
C -0.8007 -4.9768 1.7892
C -1.7023 -4.9320 0.7148
C -2.1204 -3.7279 0.2071
C -1.6166 -2.5321 0.7267
O -2.0614 -1.3779 0.2165
C -0.7160 -2.5715 1.8179
C -0.3706 -1.3768 2.5165
N -0.4495 -0.1967 1.9818
C -0.5733 0.9778 2.7862
C 0.0636 1.2462 3.9597
C -0.2556 2.4301 4.6638
C -1.1991 3.3016 4.1975
C -1.8527 3.0511 2.9656
C -2.8358 3.8863 2.3881
C -3.3865 3.5607 1.1769
C -2.9374 2.4189 0.4999
N -2.0254 1.6148 1.0148
C -1.5023 1.8983 2.2535
C -0.3395 -3.8203 2.3548
H -2.0702 -5.8556 0.2896
H -2.8194 -3.6775 -0.6172
H -0.1452 -1.4485 3.5780
H 0.8177 0.5704 4.3405
H 0.2573 2.6384 5.5923
H -1.4477 4.1956 4.7539
H -3.1456 4.7825 2.9108
H -4.1418 4.1807 0.7171
H -3.3051 2.1589 -0.4845
H 0.3262 -3.8557 3.2074
F 2.8533 -1.9052 -2.5078
C 1.7134 -1.7030 -3.1595
F 1.6339 -0.4329 -3.5296
F 1.6600 -2.4833 -4.2236
S 0.3124 -2.1133 -2.0326
O 0.5115 -1.1602 -0.9112
O 0.4533 -3.4842 -1.6979
N -0.9518 -1.8127 -2.8795
S -2.0649 -0.7305 -2.8522
O -1.8125 0.3612 -1.8775
O -3.3750 -1.2716 -2.8519
C -1.8468 0.1661 -4.4495
F -1.9234 -0.6899 -5.4506
F -2.8081 1.0725 -4.5492
F -0.6654 0.7722 -4.4645
C 3.8901 -0.7211 0.6646
C 2.8133 0.3298 0.5839
O 2.0845 0.5455 1.5314
C 2.6898 1.1113 -0.6839
C 3.8231 1.3221 -1.4691
C 3.7786 2.0945 -2.6171
C 2.5764 2.6610 -3.0142
C 1.4321 2.4536 -2.2646
C 1.4835 1.6840 -1.1105
O 0.2998 1.4974 -0.4648
H 3.6942 -1.3647 1.5183
H 4.8583 -0.2392 0.8193
H 3.9510 -1.3074 -0.2505
H 4.7639 0.8846 -1.1644
H 4.6764 2.2522 -3.1982
H 2.5262 3.2620 -3.9122
H 0.4799 2.8724 -2.5625

Atom charges from the Mulliken analysis, given in e for atoms 1 to 4: number 1, Re, carries 1.964; number 2, Br, carries -0.150; number 3, C, carries -0.335; number 4, C, carries -0.335

Entry 2:
Here is a structure of composition C26H17BrN6O6STb in a non-equilibrium geometry from OMol25. Energies are from ωB97M-V/def2-TZVPD.

Output
Spin multiplicity: 7
Energy above the lowest of the compared OMol25 structures with the same formula, charge and spin, kcal per mole: 3.9
<S²>: 12.665
Maximum force, eV/Å: 1.36
LUMO energy (alpha / beta), eV: 2.319 / 2.321
Net charge: -1
Kohn-Sham gap (alpha / beta), Eh: 0.3083 / 0.3082

Cartesian coordinates (Å):
Tb -0.0491 -0.1308 -0.2481
O 3.4691 -0.7960 2.3952
C 2.3421 -0.8626 1.9028
O 2.0252 -0.9781 0.6766
C 1.1555 -0.6638 2.8369
C 1.1527 -0.9392 4.1940
C -0.0081 -0.6731 4.9105
C -1.1076 -0.1136 4.2724
C -1.0064 0.1522 2.9166
N 0.0943 -0.1402 2.2371
C -2.1148 0.7854 2.0774
O -3.1394 1.1360 2.6398
O -1.8103 0.8836 0.8349
H 2.0417 -1.3483 4.6527
H -0.0531 -0.8984 5.9692
H -2.0296 0.1230 4.7835
C 3.2742 3.3094 2.9387
C 2.2507 3.8271 1.9990
N 1.6834 4.9934 2.0453
N 0.8038 4.9771 0.9959
C 0.7827 3.8150 0.3116
S -0.1084 3.3056 -0.9924
N 1.7405 3.0923 0.9632
N 1.9988 1.7595 0.6454
H 3.6126 4.1258 3.5711
H 4.1289 2.8928 2.4038
H 2.8609 2.5185 3.5678
H 0.1969 5.7570 0.8230
H 2.3675 1.7090 -0.3056
H 2.6972 1.3916 1.2844
N -3.0118 -9.9635 -2.2471
C -2.6922 -8.8783 -2.0388
C -2.2924 -7.5210 -1.7785
C -3.0939 -6.4628 -2.2034
C -2.7087 -5.1614 -1.9488
C -1.5190 -4.8841 -1.2640
C -0.7238 -5.9587 -0.8456
C -1.1031 -7.2620 -1.0987
C -1.1310 -3.5373 -0.9896
C -0.8093 -2.3835 -0.7550
H -4.0160 -6.6684 -2.7307
H -3.3259 -4.3347 -2.2728
H 0.1963 -5.7484 -0.3178
H -0.4838 -8.0866 -0.7717
Br 2.8229 -1.9309 -6.8803
C 1.4536 -0.8259 -6.1652
C 0.5432 -0.2370 -7.0270
C -0.4600 0.5648 -6.4993
C -0.5544 0.7613 -5.1308
C 0.3743 0.1698 -4.2858
C 1.3915 -0.6249 -4.7981
C 0.2711 0.3687 -2.8067
O -0.8750 0.5163 -2.3031
O 1.3155 0.3339 -2.0926
H 0.6170 -0.4060 -8.0923
H -1.1755 1.0300 -7.1650
H -1.3471 1.3604 -4.7037
H 2.1140 -1.0727 -4.1300

Atom charges from the Mulliken analysis, given in e for atoms 1 to 4: number 1, Tb, carries 0.793; number 2, O, carries -0.721; number 3, C, carries -0.018; number 4, O, carries -0.538